1.
{"formula": "C5H5NO2S", "method": "wB97M-V/def2-TZVPD", "homo_lumo_gap_ha": 0.353, "largest_force_ha_per_bohr": 0.041, "e_above_lowest_kcal_mol": 67.24, "smiles": "O=C1NO1.c1ccsc1", "total_charge": 0, "symbols": ["O", "C", "N", "O", "H", "C", "C", "C", "S", "C", "H", "H", "H", "H"], "xyz": [[-0.91264, 2.08949, 0.00043], [-0.25338, 2.64956, 0.78164], [0.68806, 2.57534, 1.77117], [0.09213, 3.83474, 1.23601], [0.34900, 2.40795, 2.71816], [-0.71043, -2.04059, -1.15942], [-0.22707, -1.89731, 0.16163], [0.79726, -1.01290, 0.24348], [1.19489, -0.33834, -1.28510], [-0.03939, -1.26242, -2.04338], [-1.51808, -2.69547, -1.43452], [-0.62745, -2.43023, 1.00529], [1.35614, -0.70995, 1.10539], [-0.18904, -1.16987, -3.10078]], "mulliken_charge": [-0.408, 0.798, -0.328, -0.318, 0.267, -0.345, -0.440, -0.348, -0.116, -0.356, 0.367, 0.378, 0.444, 0.405]}

2.
{"formula": "C5H5NO3", "method": "wB97M-V/def2-TZVPD", "homo_lumo_gap_ha": [0.183, 0.183], "largest_force_ha_per_bohr": 0.040, "e_above_lowest_kcal_mol": 0.00, "total_charge": -2, "symbols": ["C", "C", "C", "C", "C", "N", "O", "O", "O", "H", "H", "H", "H", "H"], "xyz": [[-1.23367, 0.80972, 0.04118], [-0.21361, 0.79348, 0.89116], [2.06325, 0.24694, -0.06514], [-1.20959, -0.32341, -0.93348], [0.78700, -0.24041, 0.65394], [-0.25851, -1.37651, -0.49199], [1.96190, 0.96122, -1.08387], [-0.87329, -2.30956, 0.23150], [3.13680, -0.08393, 0.49774], [-2.03124, 1.55676, 0.01760], [-0.09594, 1.53314, 1.68978], [-2.22060, -0.75365, -1.05553], [-0.86221, 0.02472, -1.91886], [1.04972, -0.83851, 1.52598]], "mulliken_charge": [-0.530, -0.320, 0.341, -0.440, -0.086, -0.295, -0.744, -0.790, -0.756, 0.341, 0.325, 0.451, 0.164, 0.339]}